Record 1
C18H18F3N2O3PtSe | ωB97M-V/def2-TZVPD

Calculated values
Lowest unoccupied orbital energy (spin up / spin down): -1.545 / -2.032 eV
Highest occupied orbital energy (spin up / spin down): -8.5 / -8.5 eV
E_tot: -104821.557 eV
ΔE to the lowest compared entry with this formula, charge and spin: 152.4 kJ/mol
<S²>: 0.759
Gap between HOMO and LUMO (spin up / spin down): 0.2548 / 0.2394 Ha

Structure (ORCA input):
```
! RIJCOSX wB97M-V def2-TZVPD def2/J DEFGRID3
* xyz 0 2
Pt 0.141 -0.310 -0.187
F -0.215 1.993 3.809
C 1.023 1.964 3.303
F 1.876 1.746 4.296
F 1.282 3.193 2.795
C 1.188 0.912 2.179
O 0.121 0.893 1.434
O 2.197 0.278 2.061
Se 1.712 -1.293 -1.692
C 1.249 -3.139 -1.429
C 1.159 -3.714 -0.170
C 0.812 -5.053 -0.077
N 0.556 -5.827 -1.129
C 0.651 -5.262 -2.328
C 0.998 -3.933 -2.535
H 1.350 -3.132 0.724
H 0.735 -5.526 0.896
H 0.440 -5.901 -3.179
H 1.065 -3.532 -3.537
C -4.017 -1.916 2.715
C -4.138 -1.096 1.424
C -4.991 -1.857 0.402
C -4.788 0.259 1.737
C -2.791 -0.858 0.877
C -1.677 -0.672 0.455
H -5.010 -2.119 3.120
H -3.438 -1.375 3.464
H -3.519 -2.867 2.523
H -5.975 -2.070 0.823
H -4.517 -2.801 0.132
H -5.122 -1.270 -0.508
H -5.778 0.106 2.170
H -4.900 0.853 0.828
H -4.181 0.823 2.447
O 0.436 1.452 -1.463
N 0.028 2.544 -0.825
C -1.261 2.672 -0.479
C -1.684 3.809 0.173
C -0.772 4.807 0.471
C 0.555 4.636 0.116
C 0.939 3.481 -0.528
H -1.887 1.826 -0.721
H -2.724 3.887 0.456
H -1.090 5.705 0.982
H 1.307 5.374 0.355
H 1.948 3.236 -0.824
*
```

=====

Record 2
C6H25AsF6O6 | ωB97M-V/def2-TZVPD

Calculated values
Lowest unoccupied orbital energy: -0.392 eV
Highest occupied orbital energy: -10.7 eV
E_tot: -96059.459 eV
Gap between HOMO and LUMO: 0.3783 Ha

Structure (ORCA input):
```
! RIJCOSX wB97M-V def2-TZVPD def2/J DEFGRID3
* xyz 0 1
O 0.504 -0.225 -0.153
H 0.577 -1.218 0.029
H 0.121 0.013 -1.041
H -0.052 0.247 0.524
As 2.325 0.141 3.051
F 0.627 -0.177 2.716
F 2.325 1.425 1.898
F 4.005 0.336 3.324
F 2.303 -1.196 4.138
F 2.698 -0.974 1.726
F 1.863 1.238 4.289
O 0.825 -2.582 0.880
H 1.743 -2.345 1.123
H 0.497 -3.086 1.629
O -1.017 1.706 0.838
H -1.618 1.669 1.589
H -0.869 2.643 0.674
O -0.891 -0.125 -2.425
H -1.662 0.452 -2.354
H -0.583 -0.027 -3.332
C 4.002 2.678 -1.853
C 2.938 1.730 -2.392
C 3.113 0.289 -1.972
O 1.617 2.173 -1.954
H 4.967 2.376 -2.269
H 4.026 2.610 -0.767
H 3.796 3.684 -2.213
H 2.944 1.829 -3.485
H 4.094 -0.120 -2.215
H 2.343 -0.272 -2.512
H 2.980 0.147 -0.900
H 1.126 2.470 -2.723
C -2.947 -1.707 0.322
C -4.447 -1.753 0.111
C -5.175 -1.267 1.360
O -4.804 -0.955 -1.002
H -2.665 -2.536 0.970
H -2.679 -0.782 0.842
H -2.404 -1.742 -0.621
H -4.746 -2.804 -0.014
H -4.880 -0.222 1.538
H -4.929 -1.785 2.286
H -6.261 -1.236 1.234
H -5.731 -0.722 -0.896
*
```

=====

Record 3
C20H8ClF5IN5O2S3Ti | ωB97M-V/def2-TZVPD

Calculated values
Lowest unoccupied orbital energy (spin up / spin down): 1.611 / 1.541 eV
Highest occupied orbital energy (spin up / spin down): -5.0 / -5.4 eV
E_tot: -122254.261 eV
ΔE to the lowest compared entry with this formula, charge and spin: 8.9 kJ/mol
<S²>: 0.755
Gap between HOMO and LUMO (spin up / spin down): 0.2429 / 0.2568 Ha

Structure (ORCA input):
```
! RIJCOSX wB97M-V def2-TZVPD def2/J DEFGRID3
* xyz -1 2
Ti -0.143 0.948 0.597
S -1.071 3.293 0.784
C -2.559 2.515 0.341
S -2.436 1.048 -0.561
C -3.788 3.004 0.769
C -3.914 4.222 1.484
N -4.045 5.202 2.078
C -4.968 2.239 0.602
N -5.926 1.598 0.535
Cl 1.654 -1.587 -5.618
C 1.202 -1.392 -3.952
C 0.890 -2.493 -3.207
C 0.521 -2.362 -1.858
I 0.087 -4.054 -0.729
C 0.461 -1.130 -1.238
O 0.132 -0.944 0.016
C 0.786 0.011 -2.032
N 0.715 1.203 -1.390
C 1.009 2.305 -2.041
C 1.400 2.295 -3.387
C 1.473 1.104 -4.058
C 1.163 -0.094 -3.384
H 0.929 -3.476 -3.655
H 0.919 3.230 -1.485
H 1.631 3.232 -3.872
H 1.764 1.063 -5.099
F 3.712 -3.987 1.754
C 3.297 -2.717 1.838
C 3.484 -1.849 0.778
F 4.071 -2.283 -0.345
C 3.057 -0.538 0.885
F 3.248 0.263 -0.176
C 2.411 -0.043 2.018
S 1.758 1.581 2.087
C 2.254 -0.945 3.072
F 1.651 -0.562 4.199
C 2.687 -2.256 2.992
F 2.512 -3.094 4.024
N -2.387 -1.634 1.751
C -2.332 -0.384 2.263
N -3.448 0.150 2.810
O -1.257 0.246 2.290
H -3.278 -2.016 1.484
H -1.593 -1.878 1.168
H -4.350 -0.179 2.507
H -3.381 1.146 2.961
*
```

=====

Record 4
CCl4 | ωB97M-V/def2-TZVPD

Calculated values
Lowest unoccupied orbital energy: 0.008 eV
Highest occupied orbital energy: -11.1 eV
E_tot: -51125.927 eV
ΔE to the lowest compared entry with this formula, charge and spin: 37.1 kJ/mol
Gap between HOMO and LUMO: 0.4075 Ha

Structure (ORCA input):
```
! RIJCOSX wB97M-V def2-TZVPD def2/J DEFGRID3
* xyz 0 1
C 28.249 -6.888 -27.306
Cl 29.168 -5.338 -27.047
Cl 28.366 -7.693 -28.863
Cl 29.136 -8.009 -26.282
Cl 26.561 -6.845 -26.730
*
```

=====

Record 5
C52H60ClGeNO6PS2Sc | ωB97M-V/def2-TZVPD

Calculated values
Lowest unoccupied orbital energy: 3.658 eV
Highest occupied orbital energy: -0.7 eV
E_tot: -189373.802 eV
ΔE to the lowest compared entry with this formula, charge and spin: 133.7 kJ/mol
Gap between HOMO and LUMO: 0.1612 Ha

Structure (ORCA input):
```
! RIJCOSX wB97M-V def2-TZVPD def2/J DEFGRID3
* xyz -2 1
Sc -0.623 -0.084 -0.847
O 1.836 -1.412 -0.948
S 1.992 -2.835 -0.540
C 1.344 -3.988 -1.811
C 2.097 -4.182 -3.122
C 1.996 -2.983 -4.064
C 0.599 -2.776 -4.664
S -0.279 -1.269 -4.101
O -0.132 -1.493 -2.610
C 1.002 -0.154 -4.669
C 0.980 0.214 -6.005
C 1.938 1.096 -6.481
C 2.891 1.619 -5.617
C 2.886 1.258 -4.277
C 1.942 0.363 -3.795
C 3.738 -3.173 -0.757
C 4.279 -4.335 -0.225
C 5.636 -4.586 -0.370
C 6.445 -3.667 -1.027
C 5.898 -2.495 -1.531
C 4.540 -2.241 -1.391
H 0.340 -3.598 -1.967
H 1.262 -4.923 -1.251
H 1.706 -5.081 -3.612
H 3.151 -4.379 -2.913
H 2.721 -3.091 -4.874
H 2.295 -2.100 -3.499
H -0.079 -3.585 -4.379
H 0.618 -2.720 -5.754
H 0.197 -0.154 -6.658
H 1.914 1.406 -7.519
H 3.615 2.337 -5.981
H 3.598 1.699 -3.590
H 1.899 0.101 -2.745
H 3.638 -5.033 0.303
H 6.066 -5.491 0.042
H 7.506 -3.860 -1.133
H 6.531 -1.771 -2.030
H 4.090 -1.324 -1.753
O 0.770 3.563 -2.481
C 0.267 2.460 -2.361
O 0.469 1.638 -1.378
C -0.709 1.891 -3.448
O -0.914 2.504 -4.488
O -1.169 0.733 -3.134
Cl 3.119 1.307 0.549
C 2.913 1.688 2.227
C 4.022 1.573 3.054
C 3.915 1.893 4.397
C 2.697 2.326 4.897
C 1.600 2.431 4.055
C 1.672 2.116 2.699
P 0.232 2.222 1.504
C 0.493 3.957 0.939
C -0.546 4.578 0.247
C -0.405 5.864 -0.245
C 0.787 6.553 -0.070
C 1.835 5.939 0.599
C 1.688 4.651 1.099
C -1.156 2.488 2.687
C -1.416 3.686 3.355
C -2.414 3.757 4.315
C -3.161 2.624 4.623
C -2.941 1.444 3.931
C -1.965 1.382 2.942
H 4.958 1.229 2.634
H 4.777 1.799 5.045
H 2.594 2.578 5.946
H 0.654 2.746 4.471
H -1.475 4.047 0.074
H -1.225 6.316 -0.789
H 0.905 7.554 -0.468
H 2.778 6.457 0.730
H 2.524 4.192 1.612
H -0.834 4.569 3.117
H -2.605 4.693 4.826
H -3.925 2.673 5.390
H -3.535 0.564 4.143
H -1.820 0.469 2.366
C 1.684 -1.734 2.464
C 0.499 -2.087 3.356
C 0.089 -0.852 4.154
C -0.695 -2.778 2.693
C -1.235 -3.761 3.517
C -2.348 -4.522 3.199
C -2.903 -4.295 1.947
C -2.418 -3.349 1.060
C -3.138 -3.332 -0.281
C -3.951 -2.063 -0.534
C -2.219 -3.659 -1.453
C -1.306 -2.455 1.399
N -0.910 -1.476 0.571
H 2.405 -1.128 3.021
H 1.338 -1.167 1.599
H 2.194 -2.637 2.122
H 0.864 -2.814 4.089
H -0.098 -0.025 3.477
H 0.892 -0.550 4.834
H -0.818 -1.029 4.736
H -0.754 -3.934 4.477
H -2.746 -5.267 3.877
H -3.755 -4.897 1.635
H -3.862 -4.155 -0.232
H -3.317 -1.183 -0.635
H -4.625 -1.886 0.305
H -4.555 -2.164 -1.444
H -1.477 -2.879 -1.571
H -2.791 -3.743 -2.385
H -1.703 -4.609 -1.277
C -5.585 1.942 -1.562
Ge -4.316 1.902 -0.046
C -4.400 3.745 0.688
C -5.308 0.873 1.317
C -2.554 1.399 -0.618
H -6.507 2.445 -1.258
H -5.831 0.928 -1.886
H -5.158 2.475 -2.414
H -5.437 4.024 0.899
H -3.986 4.466 -0.022
H -3.826 3.813 1.616
H -6.340 1.234 1.354
H -4.866 1.006 2.302
H -5.319 -0.192 1.089
H -1.925 2.069 -0.005
H -2.510 1.838 -1.620
*
```

=====

Record 6
C5H7N3O2 | ωB97M-V/def2-TZVPD

Calculated values
Lowest unoccupied orbital energy (spin up / spin down): -1.120 / -1.261 eV
Highest occupied orbital energy (spin up / spin down): -8.1 / -7.8 eV
E_tot: -13858.183 eV
ΔE to the lowest compared entry with this formula, charge and spin: 579.4 kJ/mol
Gap between HOMO and LUMO (spin up / spin down): 0.2558 / 0.2404 Ha

Structure (ORCA input):
```
! RIJCOSX wB97M-V def2-TZVPD def2/J DEFGRID3
* xyz 0 1
C 1.951 1.543 0.885
C 1.256 0.381 0.955
C 0.991 1.362 -0.991
C -0.294 -1.799 0.246
C -0.221 -0.725 -0.732
N 1.715 2.172 -0.352
N 0.620 0.260 -0.278
N -3.196 0.500 -0.179
O -1.962 0.476 -0.170
O -3.912 -0.315 -0.666
H 2.627 2.005 1.601
H 1.118 -0.229 1.873
H 0.758 1.648 -1.953
H -0.706 -1.496 1.283
H -0.853 -2.596 -0.138
H 0.657 -2.269 0.317
H -0.551 -0.917 -1.700
*
```